1.
The following is a DFT calculation (the ωB97M-V functional and the def2-TZVPD basis) of a structure of composition C30H52P2Pm.

Computed properties:
E, Ha: -2465.0065
Net charge: +1
2S+1: 5
Largest force on an atom, eV Å⁻¹: 1.68
Gap between HOMO and LUMO (spin up / spin down), eV: 7.346 / 7.495
Relative energy (zero: lowest compared OMol25 entry of this formula, charge and spin), kJ/mol: 142.6

Geometry (Å):
Pm -1.41311 0.84986 -1.19461
C 0.05708 0.78512 1.02412
C 0.89963 1.21575 -0.03117
C -0.72955 2.83316 0.27328
C -1.00497 1.72417 1.15986
C 0.49957 2.53368 -0.40554
C 0.19814 -0.47018 1.81005
H 0.99633 -1.11785 1.42959
H -0.70289 -1.08662 1.76668
H 0.36310 -0.27400 2.87728
C -2.17648 1.48966 2.05533
H -1.86765 0.87462 2.91608
H -2.93752 0.86722 1.55208
H -2.65622 2.41714 2.41399
C -1.64866 3.98297 0.02728
H -2.28014 4.16216 0.91459
H -2.32804 3.82462 -0.83811
H -1.10304 4.92020 -0.18126
C 1.37711 3.31697 -1.33005
H 2.36864 3.55866 -0.89916
H 0.94117 4.25795 -1.66419
H 1.59986 2.75738 -2.25264
C 2.03146 0.43792 -0.60321
H 3.02108 0.89892 -0.45613
H 1.87898 0.32030 -1.68645
H 2.07986 -0.55568 -0.13650
C 0.49332 -4.20980 -1.31963
C 1.62362 -4.16564 -0.58780
C 2.86557 -3.57809 -1.15340
C 3.10172 -4.09779 -2.60858
C 3.14910 -2.95648 -3.58083
C 2.24182 -1.96771 -3.48243
C 1.01432 -1.99426 -2.57278
C 0.12502 -3.29070 -2.44955
H 3.77556 -3.69817 -0.51131
H 2.29998 -4.81401 -2.85284
H 2.76399 -2.46630 -1.15229
H 0.03623 -3.79476 -3.43938
H -0.28727 -4.91545 -1.04442
H 1.69970 -4.57956 0.41652
H -0.90946 -2.94103 -2.20652
H 1.29859 -1.74433 -1.54089
H 2.38224 -1.00640 -3.97842
H 0.33023 -1.18358 -2.90089
H 3.99458 -4.73471 -2.65415
H 3.87972 -3.00517 -4.40963
P -1.09953 -1.01271 -5.34581
P -1.42823 2.03021 -5.00709
C -1.75038 -0.14744 -6.86631
C -2.18947 1.29317 -6.56502
H -2.57860 -0.73626 -7.27939
H -0.94314 -0.15841 -7.61438
H -1.98270 1.95447 -7.42114
H -3.27812 1.33611 -6.41890
C -1.76257 3.81377 -5.43360
H -1.10433 4.45901 -4.82824
H -2.81256 4.06575 -5.21640
H -1.56793 4.01419 -6.50312
C 0.33103 2.08936 -5.62119
H 0.36524 2.22792 -6.71670
H 0.88380 1.17753 -5.34450
H 0.81096 2.96255 -5.14433
C -2.51846 -2.04360 -4.78861
H -2.55197 -2.03765 -3.68613
H -2.41596 -3.08854 -5.12116
H -3.46568 -1.63606 -5.16411
C -0.08359 -2.28884 -6.21980
H -0.28431 -2.31563 -7.31156
H -0.33974 -3.27867 -5.79683
H 1.00640 -2.13363 -6.05558
C -2.25487 -4.26141 1.99675
C -3.13109 -2.99372 1.84677
C -4.54788 -3.40758 1.42265
C -3.22299 -2.40342 3.26364
C -2.58257 -1.98567 0.90575
C -2.21266 -1.12146 0.09176
H -2.77864 -4.92579 2.71482
H -1.27154 -4.01201 2.42920
H -2.11726 -4.80435 1.04838
H -4.87324 -4.22200 2.08249
H -5.23344 -2.56108 1.54606
H -4.57883 -3.75931 0.38619
H -2.24503 -2.03915 3.60182
H -3.95535 -1.59072 3.29953
H -3.54608 -3.20658 3.94195

Calculated atomic charges, method Mulliken, unit e: 1.15, 0.72, 0.13, -0.01, 0.26, 0.90, -1.03, 0.42, -0.16, 0.36, -1.19, 0.33, 0.15, 0.40, -1.17, 0.35, 0.20, 0.38, -1.29, 0.29, 0.40, 0.18, -1.19, 0.47, 0.13, 0.07, -0.86, -0.47, -0.32, -0.93, -0.61, -0.56, 1.72, -0.05, 0.55, 0.33, -0.08, 0.26, 0.48, 0.44, 0.11, -1.06, 0.31, -0.24, 0.48, 0.39, 0.92, 0.57, -0.99, -1.04, 0.53, 0.41, 0.44, 0.44, -1.28, 0.36, 0.37, 0.38, -1.11, 0.43, 0.11, 0.45, -1.39, 0.20, 0.37, 0.43, -1.40, 0.45, 0.38, 0.25, -1.40, 2.18, -1.73, -1.38, -0.40, -0.90, 0.43, 0.34, 0.25, 0.42, 0.39, 0.34, 0.31, 0.34, 0.43

2.
The following is a DFT calculation (the ωB97M-V functional and the def2-TZVPD basis) of a structure of composition C30H53BN8O4OsPSb.

Computed properties:
E, Ha: -2610.2367
Net charge: +3
2S+1: 6
Largest force on an atom, eV Å⁻¹: 2.47
Gap between HOMO and LUMO (spin up / spin down), eV: 6.375 / 3.918
Relative energy (zero: lowest compared OMol25 entry of this formula, charge and spin), kJ/mol: 135.4

Geometry (Å):
Os -0.26389 0.29956 -0.31801
C -1.51894 2.15421 2.56818
C -1.82577 2.64001 1.19391
C -2.51351 3.77516 0.80949
C -2.55000 3.73559 -0.58182
N -1.94130 2.63111 -1.01301
N -1.45073 1.96599 0.07871
B -1.70757 2.07573 -2.44081
N -2.17374 0.59299 -2.46758
C -3.07893 -0.03822 -3.19676
C -3.39699 -1.26662 -2.58729
C -2.63856 -1.32675 -1.44534
C -2.65475 -2.35014 -0.35934
N -1.88282 -0.17968 -1.38342
N -0.24272 2.21018 -2.79716
C 0.43902 2.82023 -3.76634
C 1.75705 2.97958 -3.34591
C 1.81950 2.44062 -2.07169
C 3.00304 2.48072 -1.16074
N 0.59488 1.96076 -1.73383
N -2.64465 2.78670 -3.37775
C -3.94169 3.02106 -3.17296
C -4.44769 3.51886 -4.35582
C -3.35767 3.54640 -5.27730
C -3.30482 3.99628 -6.70531
N -2.29439 3.08085 -4.70036
H -2.41468 2.20080 3.18595
H -0.75585 2.77319 3.04201
H -1.17495 1.11805 2.56025
H -2.92593 4.53435 1.45198
H -2.95813 4.45448 -1.27418
H -3.45234 0.39444 -4.11450
H -4.10315 -1.99960 -2.94017
H -3.60667 -2.30059 0.17096
H -1.84729 -2.19299 0.35308
H -2.56574 -3.35138 -0.77870
H -0.04031 3.11289 -4.68748
H 2.55914 3.45295 -3.88663
H 3.72778 3.18736 -1.55621
H 3.48380 1.50904 -1.06504
H 2.71384 2.81125 -0.16325
H -4.40140 2.80635 -2.22043
H -5.45734 3.84182 -4.54474
H -3.71275 5.00233 -6.79680
H -3.95927 3.36862 -7.31161
H -2.29612 3.95903 -7.10400
C 3.48285 -1.53153 2.94760
C 2.02106 -1.13068 2.97694
C 1.85412 0.38213 3.03346
C 1.27468 -1.81756 4.10179
O 1.34800 -1.67657 1.73343
P 1.68532 -1.37892 0.24729
O 1.88820 0.12067 -0.00608
O 0.35453 -1.60272 -0.55944
O 2.70506 -2.45457 -0.12467
C 3.83364 -2.45138 -1.16006
C 5.06869 -1.95271 -0.44204
C 3.94258 -3.90798 -1.55629
C 3.43740 -1.57271 -2.32976
H 3.96478 -1.18159 3.86061
H 4.00765 -1.07500 2.10575
H 3.59623 -2.61441 2.89779
H 1.83944 0.70447 4.07365
H 0.90084 0.68236 2.59227
H 2.65430 0.90902 2.51628
H 1.75181 -1.58403 5.05249
H 1.29318 -2.90036 3.96861
H 0.23696 -1.48262 4.14863
H 5.20596 -2.46986 0.50694
H 5.01942 -0.87584 -0.26438
H 5.94292 -2.14878 -1.06256
H 4.24024 -4.52086 -0.70386
H 4.70411 -4.01831 -2.32759
H 2.99720 -4.27074 -1.96434
H 3.23504 -0.54751 -2.01611
H 2.56731 -1.97359 -2.85322
H 4.26927 -1.54421 -3.03312
C 3.19546 -5.93851 2.39802
C 2.34943 -6.37002 1.20576
Sb 0.71568 -5.05812 0.77960
C 0.01622 -5.56243 -1.18232
C 0.10136 -7.06610 -1.44343
C -0.78455 -5.47638 2.25706
C -1.67106 -6.64083 1.82038
H 4.06178 -6.59337 2.48865
H 2.63885 -6.00302 3.33338
H 3.56042 -4.91657 2.28809
H 1.86334 -7.33347 1.38493
H 2.93703 -6.46258 0.29312
H 0.64360 -4.99858 -1.87334
H -0.99855 -5.17665 -1.28001
H 1.11694 -7.44524 -1.32902
H -0.20431 -7.26615 -2.47159
H -0.55530 -7.63878 -0.78977
H -1.35328 -4.56756 2.44680
H -0.22301 -5.70599 3.16374
H -2.26614 -6.39562 0.94013
H -2.36226 -6.88872 2.62750
H -1.09413 -7.54127 1.60704

Calculated atomic charges, method Mulliken, unit e: 1.10, -1.20, 0.40, -1.55, 0.15, 1.35, -0.52, -0.27, 1.14, 0.09, -1.36, 0.46, -1.00, -0.31, 0.96, -0.06, -1.31, 0.44, -0.96, -0.43, 0.35, -0.15, -1.41, 0.61, -1.18, -1.08, 0.45, 0.30, 0.14, 0.50, 0.70, 0.54, 0.53, 0.43, -0.03, 0.27, 0.64, 0.53, 0.47, -0.04, 0.30, 0.68, 0.47, 0.35, 0.28, 0.32, -1.23, 1.56, -1.22, -1.54, 0.43, -0.17, -0.83, -0.80, 1.18, 1.65, -1.47, -1.42, -1.53, 0.56, 0.24, 0.06, 0.57, -0.15, 0.27, 0.45, 0.22, 0.38, 0.28, 0.24, 0.51, 0.25, 0.50, 0.25, 0.27, 0.33, 0.51, -1.10, -0.73, 0.12, -0.42, -1.19, -0.62, -1.17, 0.39, 0.36, 0.13, 0.56, 0.48, 0.40, 0.32, 0.33, 0.42, 0.30, 0.44, 0.49, 0.33, 0.41, 0.31

- Which value of net charge does entry 1 give?
  +1

- Look up the net charge of the first one.
  +1

- The lowest largest force on an atom belongs to which entry?
  C30H52P2Pm

- Number 1 is which compound?
  C30H52P2Pm